Record 1
C17H19N3O2S3 | ωB97M-V with the def2-TZVPD basis set

CARTESIAN COORDINATES (ANGSTROEM)
O 3.25 -1.45 -0.66
O 0.68 3.94 2.43
N -1.12 -1.94 1.70
S -2.09 -4.57 2.61
S -1.53 0.51 2.54
C 2.18 -0.97 -0.90
C -1.84 -6.29 2.55
C -1.04 -6.65 1.51
C -0.50 -5.56 0.91
C -0.88 -4.34 1.35
C 0.43 1.20 1.03
C -0.40 1.70 1.95
C -0.70 -0.72 1.54
C -0.51 -2.93 1.01
C 0.66 -2.61 0.21
C 0.33 -0.26 0.82
C 1.03 -1.25 -0.01
N 1.37 1.98 0.47
N 2.04 -0.30 -2.11
S -0.74 3.40 2.27
C 0.75 0.25 -2.51
C 3.22 0.14 -2.86
C -2.46 4.90 -1.10
C -0.77 4.08 0.52
C -2.20 3.85 -0.05
H -2.35 -7.09 3.08
H -0.91 -7.62 1.18
H 0.26 -5.63 0.12
H 1.28 -3.27 -0.41
H 1.22 2.92 0.96
H 2.35 1.64 0.46
H 0.15 -0.55 -2.93
H 0.19 0.72 -1.69
H 0.85 0.95 -3.28
H 3.78 0.99 -2.44
H 3.00 0.41 -3.86
H 3.99 -0.64 -2.92
H -1.78 4.66 -1.88
H -2.07 5.99 -0.75
H -3.47 4.93 -1.49
H -0.04 3.55 -0.02
H -0.43 5.18 0.51
H -2.16 2.92 -0.60
H -3.03 3.82 0.70

Properties
**Energy relative to the best compared isomer or geometry (same formula, charge and spin)**: 2.1559 eV
**HOMO-LUMO gap**: 7.379 eV
**E_tot**: -2168.40153 hartree
**HOMO**: -8.043 eV


Record 2
C17H19N3O3 | ωB97M-V with the def2-TZVPD basis set

CARTESIAN COORDINATES (ANGSTROEM)
C 1.57 4.90 -4.25
C 1.57 4.35 -2.83
C 0.60 3.17 -2.67
C 0.61 2.66 -1.26
C 1.48 1.66 -0.87
C 1.52 1.21 0.44
C 0.68 1.77 1.39
O 0.63 1.41 2.71
C 1.56 0.47 3.18
C 1.33 -0.95 2.66
O 2.18 -1.82 2.63
N 0.06 -1.17 2.25
N -0.32 -2.41 1.76
C -1.61 -2.62 1.40
O -2.44 -1.74 1.50
C -1.91 -3.99 0.91
C -3.22 -4.46 1.02
C -3.52 -5.73 0.56
C -2.49 -6.49 0.01
N -1.25 -6.04 -0.12
C -0.97 -4.83 0.31
C -0.20 2.78 1.01
C -0.23 3.22 -0.30
H 1.88 4.12 -4.95
H 2.26 5.73 -4.34
H 0.58 5.24 -4.54
H 1.27 5.15 -2.13
H 2.57 4.03 -2.55
H -0.41 3.50 -2.95
H 0.90 2.38 -3.36
H 2.14 1.21 -1.60
H 2.21 0.42 0.70
H 1.45 0.45 4.27
H 2.60 0.75 2.95
H -0.68 -0.48 2.26
H 0.43 -3.10 1.79
H -3.97 -3.82 1.45
H -4.52 -6.12 0.63
H -2.67 -7.49 -0.36
H 0.06 -4.52 0.15
H -0.85 3.21 1.75
H -0.92 4.00 -0.58

Properties
**SMILES**: CCCc1ccc(OCC(=O)NNC(=O)c2cccnc2)cc1
**Energy relative to the best compared isomer or geometry (same formula, charge and spin)**: 1.4228 eV
**HOMO-LUMO gap**: 8.917 eV
**E_tot**: -1049.19580 hartree
**HOMO**: -8.584 eV